(1)
6
Properties=species:S:1:pos:R:3:forces:R:3 method="wB97M-V/def2-TZVPD" energy_ev=-78261.518 spin_multiplicity=1 relative_energy_kj_mol=0.0 lumo_energy_ev=3.692 total_charge=-1 orbital_gap_ha=0.2778 homo_ev=-3.87
C -0.774 -1.020 -0.153 -0.12 -0.32 -4.39
C 0.760 1.374 0.739 -0.35 3.38 -3.28
O -0.860 -0.945 -1.311 0.17 0.56 -0.14
O -0.876 -1.242 0.943 -0.15 -0.40 4.47
O 0.705 2.147 -0.154 0.17 -2.85 3.42
Br 2.328 -0.650 -0.181 0.29 -0.36 -0.09

(2)
11
Properties=species:S:1:pos:R:3:forces:R:3 method="wB97M-V/def2-TZVPD" energy_ev=-41601.551 spin_multiplicity=3 s_squared=2.008 lumo_energy_ev="-11.287 / -11.373" total_charge=+2 orbital_gap_ha="0.2466 / 0.2859" homo_ev="-18.00 / -19.15"
N 0.250 1.373 0.482 -2.48 0.10 -0.67
S 0.753 0.021 1.018 -1.97 -1.72 -0.86
C 2.205 -0.376 -0.163 2.08 -0.68 -0.56
F 1.792 -0.317 -1.409 -0.51 0.14 0.16
F 2.643 -1.584 0.110 -0.55 0.46 0.17
F 3.146 0.513 0.052 -0.51 0.05 0.15
O -2.088 -2.648 -0.111 1.93 2.82 0.69
C -1.769 -1.515 -0.055 -1.09 -4.67 -0.17
O -2.226 -0.424 -0.376 0.29 3.91 -0.11
O -0.127 -1.279 0.756 0.51 1.80 0.25
Ce -1.974 1.886 -0.371 2.31 -2.22 0.94

(3)
7
Properties=species:S:1:pos:R:3:forces:R:3 method="wB97M-V/def2-TZVPD" energy_ev=-34598.627 spin_multiplicity=1 relative_energy_kj_mol=214.1 lumo_energy_ev=0.107 total_charge=0 orbital_gap_ha=0.4095 homo_ev=-11.04
C -2.115 -0.552 -0.071 -0.53 -0.20 0.73
C 1.242 0.311 0.508 0.80 -0.46 -0.05
O 0.692 0.094 1.510 -1.72 -1.21 0.79
F -1.930 0.632 -0.605 0.45 -0.94 -0.46
F -1.547 -1.462 -0.818 -0.10 1.09 -0.23
Cl 2.259 1.608 0.396 1.64 2.61 -0.32
Cl 1.399 -0.631 -0.920 -0.55 -0.89 -0.46

(4)
8
Properties=species:S:1:pos:R:3:forces:R:3 method="wB97M-V/def2-TZVPD" energy_ev=-44558.974 spin_multiplicity=1 relative_energy_kj_mol=28.2 smiles="FC(F)=C(F)P(Cl)Cl" lumo_energy_ev=0.201 total_charge=0 orbital_gap_ha=0.3757 homo_ev=-10.02
C 0.978 -0.274 -0.101 0.59 -2.00 -1.99
C -0.098 0.360 0.161 -5.45 0.73 -0.54
F 1.023 -1.343 -0.896 -0.62 -0.24 0.12
F 2.167 0.045 0.188 2.53 1.01 1.17
F -0.114 1.507 0.851 0.07 -0.21 0.07
P -2.028 -0.356 -0.695 3.00 -0.04 1.01
Cl -2.542 -1.583 0.854 0.18 -0.46 0.09
Cl -3.272 1.108 -0.213 -0.30 1.21 0.06

(5)
10
Properties=species:S:1:pos:R:3:forces:R:3 method="wB97M-V/def2-TZVPD" energy_ev=-48314.805 spin_multiplicity=1 relative_energy_kj_mol=28.9 lumo_energy_ev=-0.043 total_charge=0 orbital_gap_ha=0.3918 homo_ev=-10.70
C -2.385 0.622 0.051 0.80 1.92 -4.61
C 1.564 0.250 0.099 1.04 -0.15 0.17
N -2.741 0.306 1.064 -1.04 -1.35 3.73
N -0.740 -2.222 -0.377 -0.20 -0.82 -0.38
N -0.152 -1.287 -0.242 -0.11 -1.72 -0.14
N 0.256 -0.191 0.024 -0.50 1.02 -0.14
F -2.137 1.061 -1.131 0.05 -0.44 0.89
Cl 2.008 1.060 -1.421 0.09 0.24 0.05
Cl 2.926 -0.913 0.467 -0.97 0.02 -0.22
Cl 1.402 1.315 1.466 0.85 1.28 0.65

(6)
7
Properties=species:S:1:pos:R:3:forces:R:3 method="wB97M-V/def2-TZVPD" energy_ev=-43173.465 spin_multiplicity=1 smiles="O=NC(Cl)=C(Cl)Cl" lumo_energy_ev="-0.710 / -1.771" total_charge=0 orbital_gap_ha="0.3539 / 0.2338" homo_ev="-10.34 / -8.13"
C 0.554 -0.188 0.007 -5.59 -0.07 -0.08
C -1.217 -0.044 -0.009 5.15 0.26 0.02
N 1.209 0.889 -0.009 0.62 -0.92 0.04
O 2.431 1.075 -0.005 -0.15 0.20 -0.01
Cl 1.008 -1.849 0.010 0.65 0.68 0.01
Cl -2.169 -1.389 -0.007 -0.41 -0.59 0.01
Cl -1.816 1.507 0.012 -0.27 0.44 0.01

(7)
10
Properties=species:S:1:pos:R:3:forces:R:3 method="wB97M-V/def2-TZVPD" energy_ev=-89212.984 spin_multiplicity=1 relative_energy_kj_mol=0.0 lumo_energy_ev=-1.276 total_charge=0 orbital_gap_ha=0.3066 homo_ev=-9.62
C -1.336 -2.311 1.392 -1.33 0.55 0.43
C -0.154 1.043 -0.691 -0.52 0.87 0.09
F 1.370 1.674 -2.679 0.14 -0.29 -0.04
P 1.666 1.193 -1.183 -0.42 -0.65 -0.93
Cl -1.742 -1.300 2.839 0.97 -1.18 -0.95
Cl 2.088 2.986 -0.437 0.25 0.70 0.53
Cl 0.251 -2.840 1.234 0.20 0.38 0.71
Cl -1.092 2.553 -0.961 0.15 -0.62 -0.29
Cl -0.071 0.822 1.060 0.05 -0.33 0.02
Cl -0.921 -0.334 -1.541 0.50 0.56 0.44

(8)
7
Properties=species:S:1:pos:R:3:forces:R:3 method="wB97M-V/def2-TZVPD" energy_ev=-24127.111 spin_multiplicity=1 relative_energy_kj_mol=97.3 lumo_energy_ev=3.649 total_charge=-1 orbital_gap_ha=0.2332 homo_ev=-2.70
C -1.838 0.251 0.264 0.76 3.86 -1.24
C 1.066 0.053 -0.428 -1.85 0.69 -0.89
O -2.089 -0.840 0.411 -0.70 -3.59 0.81
O -1.695 1.384 0.047 -0.21 -0.04 0.44
F 0.696 -1.277 -0.232 0.47 -0.71 -0.33
F 2.113 -0.010 -1.332 0.60 -0.44 0.50
Cl 1.747 0.439 1.270 0.92 0.23 0.70